1.
The following is a DFT calculation (wB97M-V/def2-TZVPD) of C59H45CoGeN7O5 as an isolated structure in a non-equilibrium geometry.

Geometry as ORCA input:
```
! RIJCOSX wB97M-V def2-TZVPD def2/J DEFGRID3
* xyz 1 5
Co 0.76 0.97 0.73
C -0.60 -7.81 11.11
O -1.29 -7.97 9.89
C -1.05 -7.11 8.88
C -0.07 -6.12 8.87
C 0.01 -5.24 7.82
C -0.87 -5.31 6.74
C -1.81 -6.35 6.71
C -1.89 -7.24 7.75
C -0.76 -4.30 5.71
N 0.25 -3.46 5.65
C 0.01 -2.66 4.60
C -1.21 -3.00 3.98
N -1.68 -4.06 4.71
C -1.71 -2.28 2.88
C -2.96 -2.48 2.27
C -3.32 -1.68 1.21
C -2.42 -0.71 0.75
N -1.25 -0.49 1.30
C -0.88 -1.23 2.36
C 0.35 -0.87 3.00
N 1.03 0.21 2.54
C 2.00 0.68 3.31
C 2.50 0.05 4.44
C 1.92 -1.13 4.85
C 0.79 -1.56 4.15
H -1.05 -8.52 11.80
H -0.72 -6.79 11.50
H 0.47 -8.04 11.00
H 0.63 -6.03 9.69
H 0.76 -4.47 7.81
H -2.47 -6.48 5.87
H -2.60 -8.05 7.75
H -2.54 -4.56 4.57
H -3.63 -3.24 2.64
H -4.27 -1.80 0.73
H -2.67 -0.10 -0.11
H 2.41 1.64 3.03
H 3.32 0.50 4.98
H 2.26 -1.69 5.70
O 5.43 1.21 -4.85
N 5.61 0.81 -3.72
O 6.69 0.59 -3.22
C 4.42 0.53 -2.94
C 3.33 0.11 -3.61
C 2.09 -0.37 -2.98
C 0.15 -1.24 -3.46
C -0.39 -1.76 -2.20
C 0.15 -1.48 -0.99
N 1.14 -0.63 -0.64
C 2.13 -0.23 -1.48
C 3.16 0.51 -0.87
N 2.94 0.99 0.39
C 3.90 1.67 0.98
C 5.17 1.85 0.45
C 5.41 1.43 -0.84
C 4.40 0.79 -1.53
H 3.41 0.03 -4.68
H -0.49 -1.46 -4.31
H -1.19 -2.49 -2.27
H -0.26 -2.02 -0.14
H 3.70 2.13 1.93
H 5.92 2.37 1.02
H 6.36 1.63 -1.31
O 2.50 2.95 -1.50
C 1.29 2.97 -1.41
O 0.55 2.11 -0.80
C 0.51 4.11 -2.08
C 0.74 4.11 -3.59
Ge -0.32 2.70 -4.57
C -0.86 3.33 -6.36
C -0.85 4.67 -6.72
C -1.29 5.08 -7.97
C -1.74 4.14 -8.88
C -1.77 2.80 -8.53
C -1.35 2.40 -7.28
C 0.61 0.93 -4.68
C 0.67 0.22 -3.40
C 1.62 -1.72 -3.63
C 1.92 -1.84 -5.08
C 1.65 -0.91 -6.02
C 1.06 0.39 -5.83
C -2.00 2.50 -3.51
C -2.56 1.31 -3.06
C -3.75 1.32 -2.36
C -4.39 2.51 -2.08
C -3.84 3.71 -2.52
C -2.66 3.69 -3.24
H 0.90 5.03 -1.65
H -0.55 4.02 -1.84
H 1.80 3.99 -3.80
H 0.44 5.08 -4.00
H -0.49 5.42 -6.02
H -1.29 6.13 -8.22
H -2.09 4.46 -9.85
H -2.13 2.07 -9.23
H -1.39 1.36 -7.00
H 0.22 0.80 -2.60
H 1.91 -2.61 -3.08
H 2.37 -2.77 -5.40
H 1.90 -1.14 -7.04
H 0.97 0.99 -6.73
H -2.06 0.37 -3.26
H -4.20 0.38 -2.05
H -5.33 2.52 -1.54
H -4.34 4.65 -2.32
H -2.24 4.62 -3.61
C -2.59 3.85 2.44
C -2.73 3.18 1.24
C -1.71 2.37 0.77
C -0.55 2.20 1.51
C -0.39 2.90 2.69
C -1.42 3.72 3.16
H -3.39 4.47 2.81
H -3.63 3.29 0.65
H -1.83 1.87 -0.18
H 0.51 2.83 3.29
H -1.28 4.25 4.09
*
```

The value obtained for the energy is -6494.1020 a.u. The HOMO-LUMO gap (alpha / beta) is 5.67 / 4.50 eV. Its expectation value of S² is 6.247.


2.
The following is a DFT calculation (wB97M-V/def2-TZVPD) of C59H46CuIN6O6 as an isolated structure in a non-equilibrium geometry.

Geometry as ORCA input:
```
! RIJCOSX wB97M-V def2-TZVPD def2/J DEFGRID3
* xyz -1 2
Cu 0.42 0.94 0.01
C 7.16 -0.36 -6.92
O 6.29 -1.33 -6.41
C 5.36 -0.95 -5.48
C 4.61 -1.97 -4.91
C 3.66 -1.69 -3.94
C 3.44 -0.38 -3.52
C 4.17 0.63 -4.12
C 5.13 0.36 -5.08
C 2.47 -0.06 -2.45
C 2.67 -0.58 -1.17
C 3.64 -1.58 -0.84
C 3.33 -2.02 0.41
C 2.24 -1.22 0.87
N 1.89 -0.34 -0.10
C 1.60 -1.34 2.11
C 0.76 -0.35 2.60
C 0.30 -0.23 3.94
C -0.18 1.03 4.09
C -0.07 1.67 2.81
C -0.57 2.96 2.48
C -0.41 4.08 3.38
C 0.37 3.97 4.54
C 0.62 5.05 5.37
C 0.12 6.30 5.06
O 0.33 7.44 5.80
C 1.13 7.34 6.96
C -0.62 6.45 3.89
C -0.86 5.38 3.06
C -1.25 3.05 1.23
N -0.93 2.34 0.13
C -1.90 2.57 -0.81
C -1.84 2.12 -2.13
C -2.95 2.44 -3.05
C -3.31 3.75 -3.34
C -4.35 4.03 -4.20
C -5.07 2.99 -4.79
O -6.11 3.38 -5.60
C -7.01 2.40 -6.06
C -4.71 1.68 -4.53
C -3.66 1.41 -3.67
C -0.72 1.47 -2.64
C -0.42 1.32 -4.04
C 0.84 0.84 -4.12
C 1.30 0.62 -2.78
N 0.34 1.03 -1.92
C -2.90 3.42 -0.25
C -2.47 3.75 1.00
N 0.47 0.81 1.93
C 1.78 -2.59 2.87
C 0.64 -3.37 3.08
C 0.75 -4.64 3.61
C 2.00 -5.17 3.94
O 1.99 -6.46 4.38
C 3.22 -7.11 4.57
C 3.13 -4.37 3.80
C 3.01 -3.09 3.28
H 7.85 -0.89 -7.57
H 7.73 0.13 -6.12
H 6.63 0.40 -7.50
H 4.77 -2.99 -5.24
H 3.08 -2.49 -3.51
H 4.00 1.66 -3.81
H 5.68 1.19 -5.51
H 4.41 -1.96 -1.48
H 3.81 -2.80 0.97
H 0.37 -1.01 4.68
H -0.64 1.45 4.97
H 0.83 3.03 4.79
H 1.22 4.89 6.25
H 1.12 8.33 7.41
H 2.16 7.07 6.72
H 0.72 6.62 7.67
H -0.99 7.43 3.64
H -1.38 5.55 2.14
H -2.76 4.56 -2.88
H -4.64 5.04 -4.42
H -7.81 2.95 -6.56
H -7.43 1.82 -5.23
H -6.53 1.72 -6.77
H -5.24 0.85 -4.97
H -3.40 0.39 -3.44
H -1.09 1.60 -4.84
H 1.42 0.60 -5.00
H -3.81 3.70 -0.74
H -3.00 4.35 1.72
H -0.32 -2.99 2.77
H -0.12 -5.26 3.74
H 2.97 -8.15 4.77
H 3.78 -6.70 5.41
H 3.84 -7.07 3.67
H 4.11 -4.73 4.08
H 3.89 -2.47 3.20
C -5.82 -0.50 2.12
N -4.53 -0.30 1.53
C -4.20 -0.52 0.22
C -2.89 -0.19 0.09
N -2.41 0.23 1.29
C -3.41 0.15 2.12
H -6.59 -0.01 1.53
H -5.83 -0.09 3.13
H -6.06 -1.57 2.18
H -4.90 -0.93 -0.49
H -2.25 -0.26 -0.76
H -3.36 0.42 3.16
I 1.49 -8.51 0.78
C 0.62 -6.62 0.31
C 1.44 -5.52 0.19
C 0.87 -4.29 -0.12
C -0.50 -4.17 -0.29
C -1.30 -5.30 -0.15
C -0.74 -6.53 0.14
C -1.18 -2.81 -0.68
O -2.41 -2.86 -0.72
O -0.40 -1.88 -0.93
H 2.51 -5.60 0.32
H 1.49 -3.42 -0.24
H -2.36 -5.19 -0.29
H -1.37 -7.41 0.22
*
```

The value obtained for the energy is -4994.1227 a.u. The energy above the lowest of the compared OMol25 structures with the same formula, charge and spin comes out at 0.00 kcal/mol. The HOMO-LUMO gap (alpha / beta) is 5.10 / 5.08 eV. Its expectation value of S² is 0.754.


3.
The following is a DFT calculation (wB97M-V/def2-TZVPD) of C59H47Cl2I2LaNO4PS as an isolated structure in a non-equilibrium geometry.

Geometry as ORCA input:
```
! RIJCOSX wB97M-V def2-TZVPD def2/J DEFGRID3
* xyz -2 1
La 0.00 -1.94 -0.26
O 1.83 -3.12 -0.34
C 3.09 -3.11 0.32
C 3.42 -1.69 0.81
C 3.21 -0.63 -0.33
C 4.37 -0.17 -0.95
C 4.23 0.87 -1.90
C 2.93 1.37 -2.17
C 1.78 0.81 -1.61
C 0.38 1.21 -1.92
C -0.35 0.27 -2.93
O -0.71 -0.90 -2.21
C 0.50 -0.15 -4.20
C 1.58 -1.00 -3.91
C 2.27 -1.70 -4.85
C 1.93 -1.59 -6.17
C 0.96 -0.69 -6.53
C 0.23 0.01 -5.56
C -1.73 0.89 -3.51
C -1.76 2.00 -4.36
C -2.93 2.46 -4.88
C -4.13 1.82 -4.56
C -4.16 0.78 -3.70
C -3.00 0.39 -3.08
N 1.97 -0.26 -0.76
C 2.96 -4.05 1.58
C 3.57 -3.71 2.76
C 3.41 -4.55 3.85
C 2.72 -5.73 3.78
C 2.18 -6.12 2.53
C 2.43 -5.33 1.43
C 4.25 -3.62 -0.54
C 5.59 -3.34 -0.36
C 6.53 -3.65 -1.31
C 6.21 -4.36 -2.43
C 4.89 -4.90 -2.45
C 3.93 -4.43 -1.60
H 4.45 -1.57 1.13
H 2.67 -1.43 1.59
H 5.34 -0.62 -0.80
H 5.13 1.19 -2.46
H 2.80 2.17 -2.89
H 0.39 2.21 -2.36
H -0.22 1.20 -0.98
H 1.78 -1.16 -2.85
H 3.14 -2.32 -4.47
H 2.39 -2.22 -6.92
H 0.79 -0.25 -7.58
H -0.44 0.77 -5.81
H -0.90 2.59 -4.51
H -2.98 3.31 -5.54
H -5.06 2.28 -4.97
H -5.14 0.38 -3.38
H -2.89 -0.32 -2.25
H 4.22 -2.86 2.76
H 3.90 -4.21 4.74
H 2.47 -6.36 4.63
H 1.57 -7.06 2.46
H 2.31 -5.74 0.44
H 5.86 -2.74 0.48
H 7.54 -3.23 -1.18
H 6.89 -4.43 -3.28
H 4.58 -5.63 -3.12
H 2.87 -4.67 -1.80
Cl -1.90 -3.25 -4.07
C -2.86 -4.10 -2.86
Cl -4.19 -3.03 -2.17
H -2.12 -4.32 -2.04
H -3.23 -5.05 -3.27
C -3.52 7.64 -0.89
C -4.17 6.42 -1.18
C -3.82 5.26 -0.51
C -2.66 5.22 0.35
C -2.13 6.47 0.75
C -2.56 7.63 0.10
P -1.99 3.62 0.92
C -1.05 4.07 2.39
C -1.64 4.29 3.65
C -0.86 4.95 4.60
C 0.53 5.14 4.47
C 1.08 4.91 3.23
C 0.31 4.35 2.20
C -3.58 2.84 1.60
C -4.47 3.48 2.42
C -5.51 2.72 3.01
C -5.77 1.42 2.65
C -4.85 0.81 1.78
C -3.72 1.49 1.34
H -3.63 8.46 -1.61
H -4.97 6.39 -1.92
H -4.29 4.30 -0.74
H -1.32 6.53 1.53
H -2.19 8.58 0.34
H -2.59 3.82 3.97
H -1.26 5.31 5.55
H 1.10 5.45 5.33
H 2.13 5.02 3.08
H 0.79 4.16 1.23
H -4.47 4.57 2.58
H -6.24 3.24 3.67
H -6.61 0.83 2.99
H -4.94 -0.27 1.57
O -1.38 -1.86 1.82
C -0.65 -1.08 2.50
O 0.29 -0.47 1.90
C -0.83 -1.08 3.99
C -1.73 -2.02 4.48
C -1.84 -2.29 5.89
C -1.15 -1.43 6.74
C -0.19 -0.56 6.25
C -0.07 -0.29 4.88
S 0.84 1.07 4.28
H -2.30 -2.60 3.77
H -2.50 -3.07 6.25
H -1.28 -1.48 7.83
H 0.41 0.14 6.86
I -0.99 -5.04 0.22
I -1.52 -8.69 -2.47
*
```

The value obtained for the energy is -4919.1817 a.u. The energy above the lowest of the compared OMol25 structures with the same formula, charge and spin comes out at 18.13 kcal/mol. The HOMO-LUMO gap (alpha / beta) is 4.42 / 1.77 eV.


4.
The following is a DFT calculation (wB97M-V/def2-TZVPD) of C59H47N7O2S2TeTi as an isolated structure in a non-equilibrium geometry.

Geometry as ORCA input:
```
! RIJCOSX wB97M-V def2-TZVPD def2/J DEFGRID3
* xyz 0 1
Ti -1.23 -0.59 -0.88
C -1.38 2.77 -0.51
N -2.09 1.58 -0.16
C -3.48 1.69 -0.62
C -3.42 1.08 -2.00
N -2.38 0.51 -2.59
C -2.70 0.45 -3.92
C -1.88 0.08 -5.02
C -2.41 0.33 -6.31
C -3.70 0.84 -6.46
C -4.53 1.17 -5.36
C -3.97 0.94 -4.14
N -4.42 1.34 -2.91
C 0.14 2.46 -0.47
N 0.67 1.57 -1.23
C 1.96 1.47 -0.84
C 2.96 0.59 -1.33
C 4.31 0.85 -1.00
C 4.65 1.96 -0.13
C 3.64 2.68 0.49
C 2.28 2.43 0.14
N 1.03 3.05 0.35
H -1.79 3.06 -1.45
H -1.69 3.55 0.05
H -2.06 1.38 0.83
H -4.25 0.74 0.38
H -4.05 2.71 -0.46
H -0.89 -0.15 -4.96
H -1.80 0.06 -7.17
H -4.06 0.96 -7.44
H -5.65 1.45 -5.40
H -5.19 1.92 -2.71
H 2.79 -0.30 -1.96
H 5.21 0.09 -1.19
H 5.65 2.14 0.09
H 3.86 3.50 1.18
H 0.75 3.98 0.91
C 3.27 -1.57 4.72
C 2.32 -1.02 3.64
C 1.49 -0.08 3.88
C 0.49 0.49 2.87
C -0.13 1.82 3.09
O -1.09 2.21 2.50
C 0.80 2.87 3.76
C 0.08 4.08 4.30
C 0.86 5.06 4.72
C 2.22 5.13 4.71
C 2.87 4.00 4.03
C 2.22 2.87 3.68
C 0.35 -0.20 1.63
O -0.52 0.13 0.82
C 1.24 -1.33 1.48
C 2.30 -1.51 2.33
C 1.35 -2.01 0.18
N 0.63 -1.68 -0.91
C 1.11 -2.41 -2.14
C 0.60 -1.74 -3.36
Te 1.79 -2.24 -5.06
C 2.80 -0.33 -5.11
C 2.15 0.88 -5.21
C 2.83 2.05 -5.01
C 4.23 2.05 -4.65
C 4.88 0.83 -4.59
C 4.18 -0.33 -4.89
C 2.26 -3.25 0.10
C 1.50 -4.44 0.49
C 2.10 -5.62 0.46
C 3.47 -5.77 0.02
C 4.15 -4.62 -0.45
C 3.55 -3.37 -0.40
H 4.21 -1.19 4.63
H 3.27 -2.66 4.91
H 2.81 -1.06 5.57
H 1.33 0.52 4.85
H -1.05 4.03 4.14
H 0.35 5.95 5.29
H 2.85 5.87 4.86
H 3.87 4.04 3.65
H 2.82 2.07 3.24
H 2.80 -2.63 2.21
H 0.77 -3.48 -2.17
H 2.28 -2.29 -2.14
H 0.59 -0.74 -3.24
H -0.40 -2.14 -3.79
H 1.00 0.89 -5.32
H 2.23 2.95 -5.13
H 4.72 2.97 -4.49
H 5.91 0.72 -4.39
H 4.69 -1.29 -4.77
H 0.63 -4.07 0.95
H 1.43 -6.61 0.79
H 3.77 -6.69 -0.14
H 5.10 -4.82 -0.88
H 4.31 -2.54 -0.64
S -2.74 -2.81 2.74
C -2.19 -1.59 3.96
C -1.41 -1.76 5.13
C -1.17 -0.63 5.92
C -1.80 0.57 5.62
C -2.71 0.65 4.59
C -2.91 -0.40 3.76
N -3.74 -0.43 2.58
C -3.74 -1.61 2.00
C -4.73 -1.89 0.91
C -6.11 -2.07 1.22
C -7.03 -2.13 0.16
C -6.59 -2.03 -1.17
C -5.21 -1.91 -1.41
C -4.28 -1.82 -0.38
H -0.76 -2.78 5.33
H -0.40 -0.62 6.80
H -1.50 1.46 6.23
H -3.26 1.58 4.35
H -6.33 -1.99 2.44
H -7.96 -2.29 0.52
H -7.33 -2.29 -2.00
H -4.85 -1.82 -2.46
S -1.94 -2.81 -1.60
C -2.83 -1.73 -0.63
*
```

The value obtained for the energy is -4723.8481 a.u. The energy above the lowest of the compared OMol25 structures with the same formula, charge and spin comes out at 165.21 kcal/mol. The HOMO-LUMO gap (alpha / beta) is 4.94 / 4.96 eV.